An isolated molecule of C8H21PSi2 in a non-equilibrium geometry, computed with ωB97M-V with the def2-TZVPD basis set.

```
32
Properties=species:S:1:pos:R:3:nbo_charge:R:1
C 0.907 1.358 0.219 -0.65
C 0.303 0.739 -0.788 -0.47
C -0.580 3.954 1.145 -1.08
C 0.754 2.076 3.338 -1.12
C -1.743 1.038 2.160 -1.06
C 1.443 -3.452 -1.126 -1.12
C 0.043 -2.471 -3.752 -1.12
C -1.250 -1.970 -0.802 -1.16
Si -0.072 2.133 1.671 1.55
Si 0.276 -2.152 -1.888 1.38
P 1.276 -0.075 -2.031 0.11
H 1.982 1.339 0.225 0.21
H -0.779 0.675 -1.050 0.22
H 0.297 4.605 1.286 0.23
H -1.113 4.031 0.192 0.24
H -1.341 4.305 1.926 0.23
H 1.847 1.940 3.193 0.24
H 0.539 2.952 3.912 0.24
H 0.491 1.244 3.941 0.24
H -2.504 1.062 1.352 0.23
H -1.489 -0.118 2.231 0.22
H -1.994 1.348 3.198 0.23
H 0.875 -4.342 -0.815 0.24
H 2.001 -3.812 -2.055 0.24
H 2.148 -2.992 -0.312 0.25
H -0.823 -3.098 -3.905 0.23
H -0.096 -1.441 -4.273 0.25
H 0.875 -2.908 -4.326 0.25
H -2.058 -1.330 -1.323 0.24
H -1.672 -3.003 -0.389 0.25
H -1.018 -1.331 0.119 0.26
H 2.476 -0.304 -1.272 -0.01
```

Computed properties:
* relative energy (zero: lowest compared OMol25 entry of this formula, charge and spin): 18.6 kJ/mol
* net charge: 0
* highest occupied orbital energy: -8.04 eV
* Kohn-Sham gap: 8.836 eV


A structure of composition C8H22AgBrN2O2 in a non-equilibrium geometry, computed with ωB97M-V with the def2-TZVPD basis set.

```
36
Properties=species:S:1:pos:R:3:nbo_charge:R:1
Ag -0.789 -18.781 20.615 0.77
Br -2.186 -17.383 18.879 -0.76
C -4.950 -14.828 20.292 -0.61
C -3.778 -14.144 20.998 -0.09
C -3.453 -14.852 22.292 -0.07
O -2.476 -14.186 23.076 -0.55
C -2.813 -12.869 23.448 -0.26
N -2.643 -14.026 20.075 -0.83
H -4.743 -15.891 20.119 0.21
H -5.069 -14.394 19.301 0.23
H -5.859 -14.776 20.892 0.20
H -4.145 -13.125 21.157 0.19
H -2.999 -15.832 22.134 0.19
H -4.374 -15.028 22.872 0.16
H -2.311 -12.645 24.391 0.19
H -3.890 -12.741 23.608 0.17
H -2.488 -12.108 22.727 0.17
H -2.245 -14.953 19.921 0.37
H -1.901 -13.519 20.554 0.35
C -3.814 -20.974 15.441 -0.62
C -2.599 -20.042 15.498 -0.08
C -1.789 -20.114 14.214 -0.06
O -0.439 -19.811 14.487 -0.54
C 0.427 -20.058 13.412 -0.25
N -2.996 -18.632 15.727 -0.82
H -4.278 -21.102 16.418 0.21
H -3.526 -21.977 15.104 0.20
H -4.544 -20.608 14.715 0.20
H -2.006 -20.274 16.385 0.20
H -2.162 -19.350 13.516 0.16
H -1.930 -21.100 13.754 0.16
H 1.055 -19.188 13.224 0.18
H -0.127 -20.323 12.504 0.17
H 1.066 -20.928 13.613 0.17
H -3.591 -18.570 16.545 0.36
H -3.540 -18.334 14.922 0.34
```

Computed properties:
* relative energy (zero: lowest compared OMol25 entry of this formula, charge and spin): 106.2 kJ/mol
* net charge: 0
* highest occupied orbital energy: -8.65 eV
* Kohn-Sham gap: 6.792 eV


A structure of composition C8H22B3ClO6 in a non-equilibrium geometry, computed with ωB97M-V with the def2-TZVPD basis set.

```
40
Properties=species:S:1:pos:R:3:nbo_charge:R:1
C -1.603 -1.210 0.299 -0.35
C -0.626 -2.134 0.113 -0.55
B -0.026 -2.255 -1.329 1.15
O -0.427 -3.256 -2.210 -0.88
B 0.203 -3.219 -3.437 0.99
O 1.523 -2.808 -3.429 -0.88
B 1.543 -1.516 -2.921 1.17
C 2.231 -0.365 -3.750 -0.53
Cl 3.987 -0.747 -3.878 -0.06
C 1.983 1.064 -3.235 -0.42
C 1.130 1.859 -4.234 -0.60
O 0.902 -1.302 -1.715 -0.89
H -1.532 -0.448 1.072 0.20
H -2.505 -1.200 -0.309 0.19
H -0.295 -2.770 0.932 0.23
H -0.382 -3.438 -4.447 -0.10
H 1.841 -0.452 -4.763 0.23
H 1.551 1.083 -2.239 0.23
H 2.950 1.558 -3.177 0.22
H 0.074 1.687 -4.036 0.20
H 1.381 1.595 -5.260 0.20
H 1.308 2.927 -4.133 0.22
C -0.747 1.963 -0.410 -0.25
O -0.185 3.065 -1.117 -0.73
H -0.934 1.171 -1.131 0.18
H -0.059 1.589 0.352 0.17
H -1.693 2.241 0.064 0.16
H -0.016 3.766 -0.482 0.46
C 0.979 -1.292 3.504 -0.25
O 0.065 -0.236 3.777 -0.73
H 1.344 -1.159 2.489 0.18
H 1.826 -1.265 4.194 0.16
H 0.478 -2.262 3.578 0.16
H -0.266 -0.351 4.674 0.48
C -2.911 1.493 5.861 -0.25
O -2.115 0.488 6.485 -0.73
H -3.484 1.012 5.073 0.19
H -3.601 1.945 6.576 0.16
H -2.285 2.272 5.418 0.17
H -1.607 0.909 7.183 0.46
```

Computed properties:
* net charge: 0
* highest occupied orbital energy: -8.59 eV
* Kohn-Sham gap: 8.902 eV


A structure of composition C8H22BrF3FeN8O6 in a non-equilibrium geometry, computed with ωB97M-V with the def2-TZVPD basis set.

```
49
Properties=species:S:1:pos:R:3:nbo_charge:R:1
Fe -0.719 1.693 -1.113 1.08
Br -0.357 5.110 -2.212 -0.09
C 4.007 -0.874 0.094 0.21
O 4.264 -0.665 1.433 -0.52
O 3.005 0.063 -0.205 -0.23
C 5.224 -1.069 -0.943 0.94
F 5.839 -2.222 -0.796 -0.31
F 4.779 -0.996 -2.207 -0.31
F 6.267 -0.215 -0.776 -0.32
C 5.009 -1.668 2.196 -0.08
C 5.310 -1.143 3.576 -0.63
H 5.689 -0.122 3.602 0.23
H 4.433 -1.158 4.223 0.21
H 6.020 -1.756 4.130 0.23
H 5.952 -1.853 1.680 0.18
H 4.487 -2.622 2.262 0.18
H 3.515 -1.841 0.198 0.22
C -2.039 -2.708 0.865 0.76
O -1.717 -1.684 0.276 -0.71
N -1.568 -3.873 0.593 -0.82
N -2.879 -2.759 1.868 -0.82
H -0.922 -3.886 -0.183 0.40
H -1.989 -4.774 0.773 0.40
H -3.279 -1.883 2.173 0.41
H -2.939 -3.599 2.425 0.39
C -5.694 2.287 -0.950 0.75
O -4.502 2.124 -0.980 -0.71
N -6.402 2.579 -1.957 -0.80
N -6.449 2.226 0.097 -0.81
H -5.914 2.719 -2.830 0.40
H -7.363 2.888 -1.920 0.39
H -5.976 2.108 0.981 0.41
H -7.388 2.584 -0.001 0.39
C -1.103 -0.223 -5.679 0.75
O -1.115 0.282 -4.542 -0.74
N -1.650 0.306 -6.680 -0.79
N -0.661 -1.422 -5.950 -0.81
H -1.523 -0.110 -7.592 0.39
H -1.811 1.294 -6.542 0.41
H -0.131 -1.951 -5.273 0.41
H -0.762 -1.747 -6.901 0.38
C 0.077 2.459 3.612 0.77
O -0.290 2.335 2.466 -0.70
N 1.219 1.881 4.012 -0.84
N -0.385 3.260 4.543 -0.82
H 1.821 1.309 3.438 0.42
H 1.409 1.905 5.004 0.37
H -1.032 4.019 4.384 0.41
H 0.233 3.396 5.330 0.38
```

Computed properties:
* 2S+1: 6
* relative energy (zero: lowest compared OMol25 entry of this formula, charge and spin): 1117.9 kJ/mol
* net charge: +1
* highest occupied orbital energy (alpha / beta): -12.02 / -11.79 eV
* Kohn-Sham gap (alpha / beta): 7.608 / 5.508 eV


A structure of composition C8H22CdO3P2 in a non-equilibrium geometry, computed with ωB97M-V with the def2-TZVPD basis set.

```
36
Properties=species:S:1:pos:R:3:nbo_charge:R:1
Cd -0.009 -0.136 -0.214 1.38
H -0.915 -0.673 1.223 -0.08
H -0.908 0.301 1.262 0.08
P -0.150 -2.487 -0.411 0.77
P -0.159 2.283 -0.429 0.83
C 1.363 3.188 -0.008 -0.96
H 1.239 4.249 -0.271 0.22
H 1.583 3.103 1.067 0.27
H 2.211 2.769 -0.565 0.24
C -0.450 2.629 -2.169 -0.97
H -1.394 2.160 -2.477 0.24
H -0.501 3.715 -2.312 0.22
H 0.363 2.205 -2.769 0.26
C -1.471 3.160 0.464 -0.96
H -1.315 3.102 1.550 0.26
H -1.478 4.216 0.154 0.22
H -2.445 2.707 0.228 0.24
C -0.271 -2.844 -2.200 -0.94
H -0.346 -3.928 -2.357 0.22
H -1.159 -2.344 -2.612 0.24
H 0.615 -2.452 -2.716 0.26
C 1.290 -3.451 0.133 -0.95
H 1.396 -3.372 1.224 0.25
H 1.166 -4.509 -0.147 0.23
H 2.203 -3.055 -0.329 0.25
C -1.576 -3.350 0.303 -0.96
H -2.506 -2.867 -0.032 0.24
H -1.577 -4.405 -0.009 0.23
H -1.532 -3.293 1.399 0.25
C 1.707 -0.123 0.909 0.37
O 2.737 -0.103 1.436 -0.51
H 0.742 -0.097 -1.588 -0.63
O 0.308 -0.260 3.574 -0.69
C 0.384 0.919 3.111 0.64
O 0.324 1.240 1.858 -0.86
H 0.532 1.802 3.720 0.08
```

Computed properties:
* net charge: 0
* highest occupied orbital energy: -6.38 eV
* Kohn-Sham gap: 7.040 eV


A structure of composition C8H22CrIN2O2 in a non-equilibrium geometry, computed with ωB97M-V with the def2-TZVPD basis set.

```
36
Properties=species:S:1:pos:R:3:nbo_charge:R:1
Cr -10.783 -14.538 1.577 1.26
I -10.873 -16.420 -0.466 -0.39
C -12.533 -19.436 2.905 -0.63
C -12.363 -18.098 3.621 -0.07
C -11.023 -18.031 4.327 -0.07
O -10.898 -16.808 5.008 -0.55
C -9.844 -16.828 5.951 -0.25
N -12.447 -16.962 2.664 -0.86
H -11.952 -19.425 1.978 0.21
H -13.576 -19.547 2.604 0.22
H -12.239 -20.282 3.522 0.23
H -13.160 -17.925 4.343 0.21
H -10.184 -18.182 3.626 0.16
H -10.977 -18.869 5.041 0.18
H -10.031 -17.564 6.742 0.18
H -9.794 -15.835 6.387 0.20
H -8.894 -17.105 5.475 0.17
H -12.005 -17.222 1.786 0.36
H -13.424 -16.875 2.380 0.38
C -7.625 -19.405 -1.944 -0.61
C -8.985 -19.965 -2.315 -0.07
C -8.895 -21.435 -2.706 -0.06
O -10.186 -21.872 -3.023 -0.55
C -10.156 -23.109 -3.720 -0.25
N -9.899 -19.824 -1.192 -0.81
H -7.205 -19.908 -1.073 0.21
H -7.696 -18.338 -1.726 0.20
H -6.947 -19.529 -2.789 0.22
H -9.359 -19.433 -3.204 0.17
H -8.489 -22.010 -1.866 0.17
H -8.279 -21.474 -3.613 0.17
H -9.691 -23.883 -3.102 0.17
H -9.621 -22.995 -4.667 0.17
H -11.187 -23.391 -3.911 0.20
H -10.867 -19.974 -1.468 0.38
H -9.817 -18.930 -0.713 0.35
```

Computed properties:
* 2S+1: 5
* relative energy (zero: lowest compared OMol25 entry of this formula, charge and spin): 0.0 kJ/mol
* net charge: +1
* highest occupied orbital energy (alpha / beta): -11.24 / -11.55 eV
* Kohn-Sham gap (alpha / beta): 3.714 / 5.773 eV